Below is a cluster of 11 separate species, C44H88O15 in total at a distorted geometry, with properties calculated with ωB97M-V with the def2-TZVPD basis set.

Last column: Löwdin charge in e.
Positions of all 147 atoms, in Å:
1 C 8.48098 8.42119 -17.45934  -0.062
2 C 8.27193 7.30083 -18.46642  -0.186
3 O 9.57263 6.73728 -18.74373  0.031
4 C 9.58052 5.69940 -19.55501  -0.635
5 O 8.61731 5.19758 -20.06849  0.127
6 O 10.84630 5.34262 -19.72568  -0.002
7 C 11.14912 4.36733 -20.69381  -0.039
8 H 7.51607 8.91688 -17.29607  0.077
9 H 9.10542 9.19696 -17.90268  0.078
10 H 8.76626 8.15846 -16.44360  0.077
11 H 7.84119 7.62878 -19.40668  0.132
12 H 7.70920 6.50768 -17.97794  0.100
13 H 10.96205 3.37559 -20.27550  0.071
14 H 12.20729 4.39696 -20.95562  0.094
15 H 10.62409 4.51585 -21.63833  0.102
16 C 12.16762 -1.57505 -15.52994  -0.058
17 C 10.96184 -2.04610 -14.74161  -0.190
18 O 10.36966 -3.04544 -15.57191  0.021
19 C 10.02559 -4.23409 -15.08960  -0.618
20 O 10.26516 -4.66743 -14.00294  0.147
21 O 9.39204 -4.83885 -16.09003  -0.028
22 C 8.78686 -6.10932 -15.79498  -0.020
23 H 11.87363 -0.94313 -16.37700  0.052
24 H 12.84075 -2.32366 -15.94217  0.091
25 H 12.80602 -0.86180 -14.99978  0.060
26 H 10.27306 -1.21298 -14.58203  0.108
27 H 11.22729 -2.41361 -13.75060  0.125
28 H 9.54166 -6.86137 -15.58762  0.098
29 H 8.12286 -6.31891 -16.62826  0.093
30 H 8.13551 -5.95737 -14.93140  0.099
31 C 5.24364 0.73611 -14.00530  -0.150
32 C 4.75453 2.17856 -13.97357  -0.148
33 C 3.27168 2.12690 -14.39192  -0.174
34 O 2.97083 0.74510 -14.61482  -0.142
35 C 4.18790 0.08494 -14.90861  -0.205
36 H 5.28970 0.26081 -13.02588  0.113
37 H 6.19627 0.54070 -14.50161  0.083
38 H 5.30377 2.76427 -14.71578  0.096
39 H 4.90734 2.69882 -13.02765  0.102
40 H 3.13079 2.59710 -15.37159  0.082
41 H 2.54495 2.58647 -13.72512  0.119
42 H 4.35797 0.23525 -15.98204  0.106
43 H 4.05101 -0.98467 -14.75452  0.122
44 C 7.51016 -2.88237 -18.02648  -0.179
45 C 7.88512 -1.45972 -17.78549  -0.179
46 C 6.59105 -0.82715 -17.24020  -0.184
47 O 5.75134 -1.92864 -16.85805  -0.134
48 C 6.57357 -3.10289 -16.82550  -0.182
49 H 8.27505 -3.64652 -18.16050  0.105
50 H 6.91403 -2.94456 -18.94555  0.122
51 H 8.25157 -0.93481 -18.66982  0.101
52 H 8.66357 -1.45635 -17.01489  0.101
53 H 6.04008 -0.29541 -18.01689  0.120
54 H 6.91707 -0.12073 -16.47059  0.091
55 H 6.00973 -4.01834 -16.99404  0.122
56 H 7.14248 -3.13470 -15.89229  0.117
57 C 14.23296 7.62165 -17.18384  -0.172
58 C 14.90048 8.36853 -18.34452  -0.170
59 C 15.32384 7.21594 -19.22510  -0.226
60 O 14.27093 6.27904 -19.12446  -0.153
61 C 13.57365 6.42598 -17.85981  -0.171
62 H 13.48088 8.26725 -16.72264  0.107
63 H 14.95911 7.37517 -16.40998  0.108
64 H 15.69930 9.01703 -17.98331  0.110
65 H 14.14485 8.99450 -18.82133  0.114
66 H 16.26102 6.72920 -18.92623  0.121
67 H 15.38972 7.52653 -20.27175  0.118
68 H 13.82550 5.51604 -17.30457  0.112
69 H 12.49790 6.45080 -18.01261  0.100
70 C 10.64567 2.46134 -15.62730  -0.124
71 C 9.76049 1.35092 -16.24096  -0.153
72 C 9.71040 1.74683 -17.70598  -0.191
73 O 9.94111 3.14643 -17.72027  -0.147
74 C 10.18953 3.67299 -16.41895  -0.169
75 H 11.67174 2.20639 -15.90034  0.102
76 H 10.47612 2.50325 -14.55196  0.085
77 H 8.78316 1.25713 -15.75912  0.093
78 H 10.20368 0.35933 -16.12816  0.074
79 H 8.74635 1.48896 -18.14978  0.116
80 H 10.53348 1.25678 -18.23826  0.103
81 H 9.27402 4.09824 -15.99501  0.117
82 H 10.98127 4.41387 -16.52691  0.123
83 C 14.07482 -0.06158 -18.40129  -0.161
84 C 14.40472 0.36302 -19.82523  -0.152
85 C 13.90134 1.80295 -19.77032  -0.206
86 O 14.44659 2.26974 -18.54676  -0.140
87 C 14.40300 1.21150 -17.59007  -0.182
88 H 14.64297 -0.91254 -18.02806  0.113
89 H 13.00137 -0.24727 -18.36254  0.084
90 H 13.78107 -0.19646 -20.52970  0.089
91 H 15.44456 0.26868 -20.12555  0.118
92 H 12.81479 1.96314 -19.75100  0.099
93 H 14.27993 2.42356 -20.58650  0.125
94 H 13.58170 1.45361 -16.90214  0.094
95 H 15.31301 1.16920 -16.99173  0.116
96 C 4.21704 4.17040 -17.28471  -0.152
97 C 5.64499 4.70221 -17.21888  -0.156
98 C 6.53898 3.47443 -17.49092  -0.184
99 O 5.63562 2.38778 -17.56804  -0.164
100 C 4.38669 2.84938 -18.04833  -0.185
101 H 3.52801 4.94807 -17.61208  0.114
102 H 3.85170 3.89399 -16.29248  0.070
103 H 5.89364 5.19450 -16.27699  0.109
104 H 5.72409 5.47575 -17.98650  0.097
105 H 7.30401 3.28428 -16.73460  0.101
106 H 7.08345 3.54181 -18.44172  0.115
107 H 3.63220 2.10110 -17.80375  0.118
108 H 4.39255 2.90726 -19.14374  0.123
109 C 10.83251 -1.18929 -20.33754  -0.144
110 C 10.78114 0.14690 -21.11769  -0.160
111 C 9.91446 -0.14195 -22.33570  -0.168
112 O 9.18563 -1.35500 -22.05372  -0.139
113 C 9.92735 -2.13833 -21.14824  -0.202
114 H 10.37753 -0.92728 -19.37928  0.079
115 H 11.83814 -1.58856 -20.24163  0.098
116 H 11.81345 0.32420 -21.43776  0.089
117 H 10.50780 1.03423 -20.55056  0.081
118 H 10.52062 -0.32139 -23.22551  0.119
119 H 9.13732 0.61148 -22.44810  0.121
120 H 10.59338 -2.83044 -21.67659  0.118
121 H 9.24713 -2.63682 -20.45864  0.104
122 C 13.43829 1.71122 -12.17107  -0.155
123 C 14.91262 1.28978 -12.15531  -0.155
124 C 14.86476 -0.22055 -11.96284  -0.192
125 O 13.71858 -0.58471 -12.72655  -0.152
126 C 12.71424 0.38253 -12.49427  -0.213
127 H 13.26606 2.50250 -12.89635  0.101
128 H 13.14298 2.05881 -11.18013  0.102
129 H 15.46949 1.78518 -11.35868  0.112
130 H 15.36087 1.50344 -13.12517  0.112
131 H 14.71391 -0.55342 -10.92550  0.122
132 H 15.74487 -0.78555 -12.26764  0.121
133 H 12.01894 0.05352 -11.71386  0.109
134 H 12.08546 0.48037 -13.38342  0.096
135 C 9.97140 2.19305 -10.88141  -0.146
136 C 9.08288 1.15566 -11.59816  -0.140
137 C 8.27409 2.03437 -12.55881  -0.160
138 O 9.00513 3.28298 -12.71484  -0.158
139 C 10.19149 3.26976 -11.95978  -0.219
140 H 10.90251 1.71271 -10.58125  0.087
141 H 9.41895 2.61931 -10.04539  0.114
142 H 8.48427 0.60701 -10.87652  0.112
143 H 9.70285 0.47402 -12.18316  0.091
144 H 7.31764 2.33625 -12.12917  0.115
145 H 8.21789 1.71145 -13.59900  0.095
146 H 10.30505 4.24120 -11.47200  0.122
147 H 11.11424 3.05018 -12.51184  0.084

E_HOMO   -9.10 eV
Charge   0
SMILES string   CCOC(=O)OC.CCOC(=O)OC.C1CCOC1.C1CCOC1.C1CCOC1.C1CCOC1.C1CCOC1.C1CCOC1.C1CCOC1.C1CCOC1.C1CCOC1
Strongest force on any atom   1.87 eV/A